# C9H21ClFNdO2P2

A molecular structure, C9H21ClFNdO2P2 in a non-equilibrium geometry (ωB97M-V/def2-TZVPD, OMol25).

Structure (ORCA input):
```
! wB97M-V def2-TZVPD RIJCOSX def2/J DEFGRID3
* xyz 2 4
C 0.87489 -5.19919 -1.47110
C 0.37618 -3.94828 -0.81450
H 0.45292 -5.24736 -2.47944
H 0.56030 -6.10129 -0.92257
H 1.97243 -5.18267 -1.55630
O -0.36143 -3.09985 -1.28155
Cl 1.01087 -3.73352 0.85635
Nd 0.28001 0.70612 0.91634
P -2.33178 0.21391 1.29114
C -3.91225 0.91843 0.73649
C -2.38211 -1.63395 1.20002
H -3.22991 -2.01288 1.79835
H -3.02325 0.10894 3.69029
H -1.42906 -2.09451 1.52995
H -1.22477 0.16538 3.55018
H -3.99287 0.70038 -0.35381
H -2.45960 -1.92255 0.13610
C -2.17802 0.56188 3.13850
H -4.76318 0.48679 1.31336
H -2.14807 1.65516 3.31305
H -3.85631 2.02792 0.84590
P 1.99309 1.75524 -0.89649
C 1.94625 3.00631 -2.22123
C 3.11387 2.44568 0.45578
H 2.97778 -0.50823 -0.69012
H 3.93111 0.54219 -1.83140
H 2.32429 -0.18912 -2.30692
C 2.92003 0.25891 -1.48977
H 3.19522 1.74192 1.31151
H 4.13039 2.65657 0.07158
H 2.96859 3.25089 -2.59511
H 1.42925 3.91191 -1.82419
H 2.66774 3.36829 0.87473
H 1.29941 2.59410 -3.02972
C -1.27558 2.20389 -1.14744
O -1.86211 2.99082 -1.75869
F 0.00565 2.60173 1.64070
*
```

Its HOMO-LUMO gap (spin up / spin down) is 8.513 / 9.373 eV. The value obtained for the max |F| is 0.0879 hartree/bohr. For the HOMO energy (spin up / spin down), the calculation gives -16.50 / -16.48 eV. As for the total energy: -62848.90530 eV. As for the expectation value of S²: 3.76.

# C25H27N5O4S3V

A molecular structure, C25H27N5O4S3V in a non-equilibrium geometry (ωB97M-V/def2-TZVPD, OMol25).

Structure (ORCA input):
```
! wB97M-V def2-TZVPD RIJCOSX def2/J DEFGRID3
* xyz -1 3
V -0.31424 -0.49467 0.01504
C -5.41906 -0.78119 5.87130
C -4.16198 -1.05902 5.08749
C -3.43846 -0.03029 4.49474
C -2.24966 -0.29218 3.82775
C -1.77340 -1.58868 3.74788
C -2.50023 -2.62986 4.30409
C -3.68960 -2.36443 4.96304
S -0.12758 -1.90816 3.08456
O 0.72230 -1.80699 4.25422
O -0.22257 -3.23065 2.49255
N 0.15011 -0.80657 2.00669
C 1.00324 0.28598 2.44132
C 1.92816 0.67596 1.28655
O 3.06606 1.06933 1.50760
O 1.37718 0.58558 0.11870
H -5.52291 0.28155 6.08767
H -5.40567 -1.32583 6.81622
H -6.30436 -1.10382 5.31748
H -3.79829 0.99024 4.56614
H -1.69386 0.51225 3.35950
H -2.11966 -3.63923 4.21409
H -4.26062 -3.17821 5.39781
H 1.58193 0.01774 3.32284
H 0.41832 1.19076 2.68212
N -1.34221 -3.87962 -0.25570
C -2.17048 -2.94421 0.29864
N -1.96788 -1.66012 0.27115
C -3.08723 -0.94799 0.66822
C -4.14200 -1.70261 1.05545
S -3.76033 -3.37961 0.88153
C -2.93323 0.48948 0.55768
C -3.84420 1.48790 0.61628
S -3.08288 3.01327 0.28917
C -1.55674 2.18390 0.06153
N -1.64608 0.89571 0.25121
N -0.38540 2.83695 -0.15582
H -0.40628 -3.50891 -0.36574
H -1.31092 -4.74082 0.26796
H -5.09935 -1.38745 1.43449
H -4.90603 1.43263 0.78681
H -0.41640 3.64539 -0.75167
H 0.39373 2.18714 -0.31655
C -1.41505 -2.18345 -3.41808
C -0.18242 -1.40819 -2.91390
C 0.40516 -0.63355 -4.11526
C -0.61719 -0.43463 -1.81790
C 0.90313 -2.35153 -2.40653
C 2.01755 -1.80411 -1.76255
C 3.06625 -2.60405 -1.33408
C 3.03232 -3.97504 -1.55133
C 1.93394 -4.53503 -2.18449
C 0.87971 -3.73144 -2.60419
H -2.19207 -1.47147 -3.69921
H -1.80521 -2.82408 -2.62670
H -1.18221 -2.79651 -4.29806
H -0.36535 0.00504 -4.55412
H 0.77453 -1.32237 -4.88405
H 1.23129 0.00050 -3.79131
H -1.31106 0.28976 -2.29366
H 2.04905 -0.73684 -1.58861
H 3.91293 -2.15436 -0.82994
H 3.85387 -4.60211 -1.22584
H 1.88899 -5.60564 -2.34956
H 0.02928 -4.19816 -3.08428
*
```

Its HOMO-LUMO gap (spin up / spin down) is 5.396 / 5.343 eV. The value obtained for the max |F| is 0.0425 hartree/bohr. As for the energy relative to the best compared isomer or geometry (same formula, charge and spin): 75.2 kJ/mol. For the HOMO energy (spin up / spin down), the calculation gives -3.26 / -3.21 eV. As for the total energy: -100199.64823 eV. As for the expectation value of S²: 2.27.

# C4H5NO2

2 unconnected molecules or ions with the total composition C4H5NO2 in a non-equilibrium geometry (ωB97M-V/def2-TZVPD, OMol25).

Structure (ORCA input):
```
! wB97M-V def2-TZVPD RIJCOSX def2/J DEFGRID3
* xyz 0 1
O 3.24113 -0.03074 -0.60628
C 2.10830 -0.18552 -0.74742
C 0.63735 0.48036 0.68113
C -0.35710 1.14165 -0.17314
N -0.31804 -0.33492 -0.20580
C -1.40971 -1.09662 0.32336
O -2.44852 -0.62612 0.69766
H 0.40470 -0.70812 -0.91818
H 0.37343 0.39281 1.73843
H -0.03234 1.56769 -1.12533
H -1.29196 1.55078 0.21074
H -1.17949 -2.17035 0.36334
*
```

Its HOMO-LUMO gap is 8.481 eV. The value obtained for the max |F| is 0.0274 hartree/bohr. As for the energy relative to the best compared isomer or geometry (same formula, charge and spin): 441.1 kJ/mol. For the HOMO energy, the calculation gives -8.06 eV. As for the total energy: -9809.74309 eV.

Repeat the third record exactly.
# C4H5NO2

2 unconnected molecules or ions with the total composition C4H5NO2 in a non-equilibrium geometry (ωB97M-V/def2-TZVPD, OMol25).

Structure (ORCA input):
```
! wB97M-V def2-TZVPD RIJCOSX def2/J DEFGRID3
* xyz 0 1
O 3.24113 -0.03074 -0.60628
C 2.10830 -0.18552 -0.74742
C 0.63735 0.48036 0.68113
C -0.35710 1.14165 -0.17314
N -0.31804 -0.33492 -0.20580
C -1.40971 -1.09662 0.32336
O -2.44852 -0.62612 0.69766
H 0.40470 -0.70812 -0.91818
H 0.37343 0.39281 1.73843
H -0.03234 1.56769 -1.12533
H -1.29196 1.55078 0.21074
H -1.17949 -2.17035 0.36334
*
```

Its HOMO-LUMO gap is 8.481 eV. The value obtained for the max |F| is 0.0274 hartree/bohr. As for the energy relative to the best compared isomer or geometry (same formula, charge and spin): 441.1 kJ/mol. For the HOMO energy, the calculation gives -8.06 eV. As for the total energy: -9809.74309 eV.